No. 1
Below is a cluster of 9 separate species, C48H74O6S2 in total, with properties calculated with ωB97M-V/def2-TZVPD.

Structure (XYZ):
```
130
Properties=species:S:1:pos:R:3:forces:R:3
O -1.53456 -6.26084 -1.21640 -0.18 0.74 -1.33
S -1.73911 -5.49924 -2.43819 -0.08 0.70 0.07
O -2.40463 -6.07694 -3.57944 0.26 -0.06 0.87
O -2.51017 -4.11684 -2.07250 0.96 -0.52 -0.19
C -3.71178 -4.29385 -1.29646 -0.51 -0.03 -0.20
C -4.66235 -3.14732 -1.56446 -0.27 -0.07 1.01
C -0.18685 -4.82670 -3.03852 0.05 0.15 1.13
H -3.46130 -4.33842 -0.23611 0.18 -0.25 -0.12
H -4.17621 -5.21473 -1.65695 -0.05 -0.10 0.48
H -5.35030 -3.06988 -0.71409 -0.14 -0.38 -0.06
H -5.27453 -3.35574 -2.43737 0.27 0.57 -0.31
H -4.17108 -2.17752 -1.48455 0.12 -0.02 -0.85
H 0.43065 -5.71680 -3.13861 0.05 0.07 -0.56
H 0.30915 -4.20105 -2.29436 -0.33 -0.18 0.35
H -0.29302 -4.18401 -3.90590 -0.31 -0.56 -0.37
O 4.80811 9.11841 1.46943 0.28 -0.25 0.01
S 5.06643 7.73901 1.16288 -1.32 -0.06 -0.12
O 6.35616 7.16329 1.39499 -0.87 -0.08 0.04
O 3.91382 6.85996 1.93178 1.49 0.48 -1.12
C 2.72200 7.54370 2.34642 0.01 0.31 1.85
C 1.61658 6.50652 2.43245 -0.49 0.61 -1.19
C 4.59539 7.49010 -0.55319 0.63 0.25 0.32
H 2.49638 8.47322 1.82028 0.00 -0.50 -0.77
H 2.93773 7.94303 3.34558 0.01 -0.28 0.05
H 2.00596 5.51025 2.61961 0.03 0.06 0.41
H 1.09520 6.46297 1.47015 0.09 -0.18 -0.04
H 0.84799 6.82255 3.13622 0.19 -0.20 0.29
H 4.74042 6.45495 -0.84711 0.02 -0.02 0.09
H 5.28942 8.14735 -1.07814 0.01 -0.15 -0.17
H 3.58507 7.83350 -0.75535 -0.09 -0.04 0.32
C -4.06887 1.65370 -1.26029 0.10 -0.07 -0.15
C -4.95625 0.96325 -2.08374 0.37 0.88 0.19
C -6.16348 0.54433 -1.55546 -0.10 -0.28 0.40
C -6.40467 0.68115 -0.18470 0.29 0.15 -0.48
C -5.47560 1.32617 0.63775 -1.07 -0.12 0.01
C -4.33421 1.86465 0.08697 0.68 -0.47 -0.41
H -3.14690 2.04051 -1.68101 0.02 -0.06 0.00
H -4.68260 0.88046 -3.12730 -0.30 -0.24 -0.07
H -6.92750 0.10635 -2.18473 0.08 -0.14 -0.02
H -7.33198 0.28134 0.20201 0.01 0.12 0.22
H -5.72943 1.45342 1.68252 0.23 -0.04 0.07
H -3.54475 2.31691 0.67065 -0.32 0.25 0.24
C 3.31557 -3.34464 -3.91759 0.48 0.04 0.37
C 2.71453 -3.12213 -5.14236 -1.12 -0.40 0.10
C 3.30039 -3.51588 -6.33046 0.97 -0.27 -0.16
C 4.56668 -4.10845 -6.27740 0.26 0.45 0.78
C 5.19788 -4.26966 -5.04095 -0.06 -0.58 -0.15
C 4.57596 -3.92341 -3.84899 0.03 0.91 -0.44
H 2.86990 -3.02640 -2.98203 -0.28 0.06 -0.16
H 1.69554 -2.74728 -5.15892 0.14 0.29 -0.05
H 2.81582 -3.33978 -7.28043 -0.08 -0.01 0.01
H 5.19002 -4.35876 -7.12497 -0.51 -0.07 -0.39
H 6.17182 -4.74435 -5.03975 0.09 0.19 0.12
H 5.10534 -3.87466 -2.90620 0.03 -0.59 0.01
C -1.12004 4.68604 -4.37003 0.62 0.74 -0.99
C -0.45226 5.52425 -5.28015 -0.22 -1.07 0.24
C 0.37173 6.52412 -4.83738 0.68 0.51 0.09
C 0.57054 6.75071 -3.47232 -1.10 -0.04 0.14
C -0.10406 5.93393 -2.56535 0.11 -0.25 -0.35
C -0.90536 4.88548 -3.02221 -0.61 0.11 0.24
H -1.77486 3.95625 -4.82644 -0.10 -0.28 0.56
H -0.52954 5.31051 -6.33879 -0.16 0.20 -0.03
H 0.88012 7.12462 -5.58300 0.02 0.15 0.16
H 1.05480 7.65285 -3.12448 0.41 -0.17 -0.03
H -0.05829 6.07213 -1.49288 0.22 0.22 -0.01
H -1.46544 4.31028 -2.29389 0.12 -0.14 0.00
C 3.17847 -4.85995 2.80745 0.38 -0.64 -0.56
C 3.81231 -4.08410 1.84826 0.37 0.91 1.38
C 3.12239 -3.64083 0.74747 -0.67 0.45 -1.15
C 1.80961 -4.02441 0.50048 -0.60 -0.65 1.58
C 1.18068 -4.90878 1.41779 1.43 0.52 -1.00
C 1.92892 -5.34533 2.52036 -1.84 -0.44 -0.35
H 3.68230 -5.20924 3.69889 0.13 0.18 -0.01
H 4.76272 -3.64696 2.13729 0.18 -0.18 -0.48
H 3.51878 -2.93488 0.02496 0.49 -0.04 0.25
H 1.25319 -3.54954 -0.29626 0.02 -0.25 -0.18
H 0.20395 -5.31069 1.18703 -0.11 0.05 0.21
H 1.45023 -6.10049 3.13483 0.15 0.17 0.31
C 1.49084 -0.58786 3.93303 0.03 -0.72 -0.44
C 2.38849 -0.24682 4.93945 -0.26 -0.27 -0.05
C 2.35421 1.03516 5.43450 0.30 1.24 -0.83
C 1.46868 1.99453 4.89016 0.60 -0.48 1.17
C 0.54800 1.62619 3.94317 0.09 -0.17 -0.31
C 0.62411 0.33572 3.41274 -1.11 0.77 0.26
H 1.42752 -1.58667 3.51272 0.36 -0.08 0.16
H 3.09101 -0.98290 5.30758 0.00 0.04 0.07
H 3.12608 1.41052 6.09533 -0.14 -0.27 0.31
H 1.53077 2.99414 5.30211 -0.24 0.07 -0.12
H -0.22686 2.30667 3.61208 0.17 0.09 -0.16
H -0.09696 0.09464 2.63903 0.16 -0.38 0.17
C -0.31402 -0.76741 -2.81580 -1.14 -0.92 1.06
C 0.57574 -0.83370 -1.57855 2.62 -0.38 -0.09
C 1.11186 0.49477 -1.02889 -1.47 1.61 -0.92
C 0.18118 1.16863 -0.02412 -0.46 0.38 0.91
C 0.17207 2.70850 -0.01309 0.32 -0.25 -0.13
C -0.93940 3.31628 0.85217 -0.04 0.09 0.07
H 0.06789 -0.21381 -3.66916 0.07 0.52 0.35
H -1.30435 -0.46627 -2.45737 -0.03 0.63 -0.59
H -0.52798 -1.76498 -3.21493 0.26 -0.14 0.19
H 0.24295 -1.43158 -0.72673 -0.69 -0.10 -0.33
H 1.50766 -1.33411 -1.88479 -0.16 -0.31 -0.07
H 1.05076 1.19430 -1.87703 0.49 -0.12 -0.14
H 2.15054 0.51635 -0.70591 -0.01 -0.43 0.15
H -0.85874 0.86017 -0.18510 0.03 -0.21 -0.21
H 0.40351 0.88559 1.01138 0.05 -0.22 -0.37
H 1.13490 3.05002 0.37505 0.08 0.05 -0.14
H 0.09603 3.08612 -1.03527 0.05 -0.04 -0.03
H -1.53789 2.56357 1.37062 0.18 -0.12 0.04
H -0.51180 3.97406 1.60939 -0.13 0.03 0.06
H -1.65079 3.90997 0.27390 0.06 0.02 -0.08
C -2.74181 -1.35807 1.00464 0.18 -1.09 -0.23
C -2.75784 -1.75314 2.48505 -0.89 0.32 0.26
C -2.68570 -3.25425 2.71739 1.61 -0.55 -0.38
C -2.54435 -3.76512 4.16765 0.02 0.43 -1.13
C -1.27884 -3.26471 4.86586 -0.62 -0.11 -0.30
C -1.12811 -3.98173 6.21337 0.23 1.05 0.06
H -1.81531 -1.65879 0.50524 0.20 0.10 0.19
H -2.93789 -0.32314 0.73957 -0.04 0.13 0.40
H -3.49511 -1.97298 0.50662 -0.19 0.21 -0.01
H -1.98095 -1.25200 3.06463 0.03 0.07 -0.11
H -3.72393 -1.43895 2.89922 0.10 0.32 0.10
H -1.74531 -3.59015 2.24922 -0.09 -0.02 -0.23
H -3.45828 -3.80035 2.16979 -0.29 0.20 0.17
H -3.44806 -3.47983 4.71139 0.09 -0.23 0.35
H -2.46212 -4.85020 4.07886 -0.35 -0.10 0.27
H -0.40341 -3.40728 4.22390 -0.01 -0.44 0.00
H -1.34231 -2.17285 4.89762 0.00 -0.03 0.78
H -0.35408 -3.47881 6.79634 0.13 -0.29 0.10
H -2.04433 -3.91010 6.80178 -0.09 0.02 -0.08
H -0.89296 -5.03906 6.10785 0.11 0.01 -0.15
```
Positions in Å, forces in eV/Å.

Computed properties:
orbital gap: 9.816 eV
lowest unoccupied orbital energy: 0.015 hartree

Atomic partial charges in e from the Mulliken method, atoms 1 to 2:
1 O -0.63
2 S 1.16


No. 2
Below is an isolated molecule of C22H27N2O4P, with properties calculated with ωB97M-V/def2-TZVPD.

Structure (XYZ):
```
56
Properties=species:S:1:pos:R:3:forces:R:3
C 3.06274 0.48505 2.08532 -0.01 -0.22 -0.33
C 3.03382 -0.75201 1.20424 0.04 -0.07 0.62
H 2.13362 -1.34231 1.38985 0.10 -0.03 0.04
H 3.91499 -1.37763 1.38885 -0.15 0.02 -0.05
O 3.08133 -0.35449 -0.16268 -0.43 0.12 -0.45
P 2.01578 -0.77765 -1.26543 -0.07 -0.71 0.57
O 2.44264 -0.23620 -2.55564 -0.12 0.00 -0.36
O 1.94637 -2.40532 -1.19234 -0.33 1.13 0.11
C 3.06587 -3.11344 -1.70949 0.52 -0.43 -0.29
C 2.90369 -3.40371 -3.19271 -0.07 0.13 0.30
H 2.86340 -2.46602 -3.73993 0.02 0.06 -0.11
H 3.74699 -3.99053 -3.54724 0.08 -0.08 -0.07
H 1.98418 -3.95735 -3.36751 -0.07 -0.10 -0.04
H 3.97831 -2.52976 -1.54382 -0.01 -0.13 0.06
H 3.12461 -4.04281 -1.13293 0.06 0.17 -0.06
C 0.37817 -0.34930 -0.68764 0.40 0.02 -1.07
C -0.82432 -0.20344 -1.36199 0.67 -0.45 0.01
N -1.28242 -0.60895 -2.56066 -0.40 0.15 0.33
C -0.41163 -1.20170 -3.54849 0.43 0.00 -0.20
H 0.45036 -1.63455 -3.04642 -0.13 -0.14 -0.16
C 0.02643 -0.16997 -4.58690 -0.18 -0.10 0.00
C -1.19686 0.49621 -5.21261 0.14 0.15 0.13
C -2.08926 1.08633 -4.12317 -0.12 -0.25 -0.11
C -2.47338 -0.00735 -3.12450 -0.26 0.42 -0.04
H -3.08914 0.39310 -2.31925 -0.02 -0.12 -0.11
H -3.03529 -0.79591 -3.63682 -0.02 0.04 0.05
H -2.99209 1.51829 -4.55787 -0.02 0.06 0.03
H -1.54922 1.87650 -3.59711 -0.03 0.07 0.05
H -0.88272 1.28007 -5.90334 -0.03 -0.04 -0.07
H -1.76518 -0.24470 -5.78131 -0.05 -0.01 -0.09
H 0.62594 -0.66341 -5.35176 0.09 -0.01 0.00
H 0.65674 0.57177 -4.09618 0.08 -0.02 0.00
H -0.97846 -2.00353 -4.03715 0.07 -0.02 0.05
O -1.70563 0.35713 -0.50695 -0.12 -0.05 -0.10
C -1.02469 0.52313 0.67399 1.11 -0.43 -0.13
N 0.20199 0.11664 0.58580 -0.84 0.53 0.85
C -1.71743 1.14265 1.78088 -0.73 0.44 0.01
C -2.84006 1.89978 1.50353 0.43 -0.30 -0.10
C -3.54121 2.55522 2.51770 -0.10 0.13 0.39
C -3.12409 2.45870 3.81663 -0.15 0.07 -0.23
C -1.99883 1.67778 4.15166 0.15 -0.10 -0.20
C -1.57319 1.54979 5.49099 0.12 -0.08 0.15
C -0.50071 0.76858 5.81573 -0.19 0.18 0.14
C 0.18548 0.07069 4.81182 0.02 -0.07 -0.25
C -0.19605 0.18065 3.50268 0.25 -0.19 0.23
C -1.28223 0.99642 3.13100 -0.19 0.13 0.08
H 0.32715 -0.35625 2.73035 0.08 -0.04 0.04
H 1.01831 -0.56238 5.08155 0.07 -0.06 -0.02
H -0.18288 0.67557 6.84402 -0.01 0.02 0.08
H -2.12034 2.08002 6.25762 -0.04 0.04 0.07
H -3.65294 2.97403 4.60549 -0.06 0.05 0.07
H -4.40911 3.14554 2.26290 -0.06 0.05 0.01
H -3.17043 1.99927 0.48051 -0.01 0.00 -0.06
H 3.08661 0.19648 3.13247 0.02 -0.01 0.15
H 3.94373 1.07869 1.85607 0.11 0.05 0.03
H 2.17519 1.08275 1.89834 -0.04 0.05 0.04
```
Positions in Å, forces in eV/Å.

Computed properties:
orbital gap: 7.557 eV
lowest unoccupied orbital energy: 0.006 hartree

Atomic partial charges in e from the Mulliken method, atoms 1 to 2:
1 C -1.16
2 C -0.25


No. 3
Below is an isolated molecule of C5H6, with properties calculated with ωB97M-V/def2-TZVPD.

Structure (XYZ):
```
11
Properties=species:S:1:pos:R:3:forces:R:3
C 1.13965 -0.66689 -0.08268 -0.08 2.17 0.38
C 1.44861 0.60369 0.06514 -3.28 1.26 -0.08
C -1.26458 -0.06596 0.54621 1.84 1.11 -1.48
C -0.29208 -0.63046 -0.47781 0.84 1.06 1.08
C -0.68296 0.86930 -0.47932 4.86 -2.24 2.32
H 1.88791 -1.36749 0.17843 0.08 -1.62 -0.01
H 2.24898 1.14893 0.53368 0.23 0.27 -0.21
H -2.25528 -0.28731 0.39586 -2.39 -0.65 -0.57
H -1.03096 0.01421 1.56841 0.61 0.09 1.09
H -0.45797 -1.36003 -1.17284 -1.90 -1.64 -1.88
H -0.74133 1.74201 -1.07507 -0.81 0.18 -0.64
```
Positions in Å, forces in eV/Å.

Computed properties:
orbital gap (spin up / spin down): 9.172 / 9.172 eV
lowest unoccupied orbital energy (spin up / spin down): 0.030 / 0.030 hartree

Atomic partial charges in e from the Mulliken method, atoms 1 to 2:
1 C -0.21
2 C -0.63


No. 4
Below is a structure of composition C22H23N4PdS2, with properties calculated with ωB97M-V/def2-TZVPD.

Structure (XYZ):
```
52
Properties=species:S:1:pos:R:3:forces:R:3
Pd -1.03646 0.99237 -0.21097 -0.07 0.11 -0.18
C -4.49667 2.28797 3.47012 -0.05 0.00 -0.07
S -3.59506 3.66756 2.73422 0.07 -0.01 0.04
C -2.48599 2.80594 1.64422 -0.07 0.05 0.06
S -3.10123 1.53703 0.64413 0.08 -0.08 0.05
N -1.27703 3.28004 1.66204 0.04 0.00 -0.11
N -0.47296 2.63535 0.75314 -0.06 0.01 0.09
C 0.77713 2.95863 0.65992 0.06 0.00 -0.04
C 1.56754 2.18901 -0.27369 0.00 0.00 0.00
C 2.93934 2.36688 -0.44111 0.00 0.01 -0.01
C 3.62421 1.54690 -1.31250 0.02 0.04 0.02
C 2.92754 0.55483 -1.99397 0.01 -0.03 -0.03
C 1.56618 0.43216 -1.79168 -0.07 0.03 0.00
N 0.88911 1.23977 -0.97790 0.06 -0.10 0.07
H -5.22216 2.73460 4.14948 0.00 0.00 0.01
H -3.82111 1.64603 4.03201 0.00 0.00 -0.01
H -5.01566 1.70562 2.71327 -0.01 0.01 0.01
H 1.19788 3.76525 1.24764 -0.01 0.01 0.01
H 3.45521 3.11724 0.14224 0.00 0.00 0.00
H 4.69391 1.65784 -1.43411 0.00 0.00 0.00
H 3.42832 -0.12138 -2.67297 0.01 0.01 0.00
H 0.97297 -0.32786 -2.28513 -0.01 0.00 0.01
C -1.03204 -3.22732 -3.53730 0.00 0.00 0.00
C -2.14997 -2.88660 -2.54255 0.00 0.00 0.00
C -2.29580 -4.03583 -1.53574 0.00 0.00 0.00
C -3.46976 -2.71316 -3.30616 0.00 0.00 0.00
C -1.81917 -1.64153 -1.82863 0.06 0.02 -0.05
C -1.54949 -0.61504 -1.23961 -0.10 -0.02 0.07
H -1.26460 -4.15259 -4.07326 0.00 0.00 0.00
H -0.08359 -3.35779 -3.01374 0.00 0.00 0.00
H -0.91151 -2.42340 -4.26511 0.00 0.00 0.00
H -2.54434 -4.96806 -2.05239 0.00 0.00 0.00
H -3.08420 -3.81278 -0.81598 0.00 0.00 0.00
H -1.36626 -4.17857 -0.98314 0.00 0.00 0.00
H -3.72688 -3.63382 -3.83905 0.00 0.00 0.00
H -3.38770 -1.90037 -4.02889 0.00 0.00 0.00
H -4.27855 -2.46944 -2.61636 0.00 0.00 0.00
C -0.23995 -0.25808 1.90624 0.12 -0.08 0.19
C 1.12572 -0.02958 1.95757 -0.06 0.04 -0.02
C 2.07181 -0.86250 1.26476 0.03 0.00 -0.01
C 3.40571 -0.59067 1.25831 -0.02 0.00 0.01
C 3.92570 0.53982 1.93861 -0.01 -0.04 -0.04
C 3.03375 1.35624 2.64351 -0.01 0.02 0.01
C 1.68257 1.10419 2.63618 -0.02 0.00 0.01
C 5.31148 0.85103 1.88292 0.03 0.01 0.06
N 6.43587 1.11610 1.83679 -0.01 0.00 -0.04
H -0.89174 0.29678 2.57027 -0.02 0.02 -0.04
H -0.62206 -1.19080 1.51405 0.00 0.02 -0.07
H 1.69246 -1.72180 0.72225 0.01 0.00 0.01
H 4.08683 -1.23264 0.71200 0.01 0.00 0.00
H 3.41648 2.21786 3.17978 0.01 -0.01 0.00
H 1.01422 1.74860 3.19629 0.00 -0.01 0.00
```
Positions in Å, forces in eV/Å.

Computed properties:
net charge: -1
orbital gap (spin up / spin down): 5.297 / 5.292 eV
lowest unoccupied orbital energy (spin up / spin down): 0.077 / 0.077 hartree

Atomic partial charges in e from the Mulliken method, atoms 1 to 2:
1 Pd 0.24
2 C -0.87